Record 1
Density functional theory data (wB97M-V/def2-TZVPD) for C18H25ClN4O as an isolated structure in a non-equilibrium geometry.

Last column: natural (NBO) charge in e.
Element x y z (Å)
C -8.12 -0.23 0.73  -0.2823
O -7.35 -0.91 -0.40  -0.5657
C -6.00 -1.13 -0.14  -0.0712
C -5.17 -0.04 -0.11  -0.3112
N -3.83 -0.56 -0.54  -0.4003
C -3.10 0.68 -0.69  -0.1852
C -1.74 0.17 -1.00  -0.1806
N -0.99 -0.46 -0.27  -0.4502
C -1.88 -1.54 0.18  -0.1998
C -3.19 -1.15 0.70  -0.2714
H -3.89 -1.79 0.96  0.2129
H -3.27 -0.39 1.52  0.1890
H -1.33 -2.29 0.98  0.1922
H -1.92 -2.15 -0.54  0.2004
C -0.43 0.29 0.82  -0.2248
C 0.53 1.26 0.60  -0.1666
C 0.48 2.50 0.46  0.0422
N 1.57 3.12 0.06  -0.1834
N 2.62 2.34 -0.29  -0.2545
C 1.91 1.12 0.18  0.1109
C 2.64 -0.17 -0.14  0.0176
C 1.93 -1.29 -0.14  -0.2677
C 2.79 -2.43 -0.34  -0.1777
C 4.11 -2.47 -0.08  -0.2453
C 4.80 -1.13 -0.26  0.0443
C 4.16 -0.11 0.07  -0.1892
H 4.57 0.63 0.25  0.1856
Cl 6.56 -1.09 0.11  -0.0681
H 4.68 -3.46 -0.21  0.2314
H 2.34 -3.53 -0.51  0.2054
H 0.99 -1.30 -0.49  0.2357
C 1.89 4.53 -0.37  -0.3801
H 1.30 5.03 -0.98  0.1989
H 2.93 4.48 -0.62  0.2402
H 1.79 5.07 0.68  0.1918
H -0.36 3.48 0.67  0.1891
H 0.08 -0.39 1.47  0.2306
H -1.20 0.88 1.77  0.1602
H -1.05 1.19 -1.42  0.1421
H -1.87 -0.22 -1.95  0.2060
H -3.44 1.20 -1.42  0.1815
H -3.10 1.56 0.33  0.1168
H -5.66 0.63 -0.85  0.2233
H -5.36 0.38 0.91  0.1936
H -6.21 -1.72 0.77  0.1615
H -5.69 -1.95 -0.94  0.1945
H -9.13 -0.27 0.39  0.2016
H -7.96 -0.94 1.63  0.1863
H -7.75 0.87 0.70  0.1895

Record 2
Density functional theory data (wB97M-V/def2-TZVPD) for one molecule with the formula C18H25F3N4O4.

Last column: natural (NBO) charge in e.
Element x y z (Å)
C 1.91 4.38 -0.07  -0.6018
C 0.52 4.04 0.43  -0.3820
C 0.52 2.76 1.26  -0.4433
C -0.84 2.40 1.74  0.1972
N -1.34 2.85 2.95  -0.4546
C -2.52 2.35 3.03  0.3520
O -2.88 1.59 1.98  -0.4154
C -1.79 1.64 1.15  0.0800
C -1.81 0.93 -0.13  0.6511
O -0.93 1.12 -0.97  -0.6445
N -2.87 0.09 -0.32  -0.6030
C -3.05 -0.78 -1.45  0.0763
C -2.25 -2.06 -1.46  -0.2099
N -0.83 -1.77 -1.47  -0.6416
C 0.04 -2.51 -0.74  0.6957
O -0.04 -3.72 -0.61  -0.6272
C 1.24 -1.75 -0.15  -0.1455
N 1.53 -2.41 1.11  -0.5913
C 1.73 -1.74 2.25  0.5773
O 1.79 -0.53 2.37  -0.5915
C 1.90 -2.62 3.50  0.9053
F 1.87 -3.94 3.22  -0.3270
F 3.07 -2.36 4.10  -0.3056
F 0.92 -2.37 4.38  -0.3087
C 2.44 -1.78 -1.09  -0.2144
C 3.63 -1.07 -0.45  -0.6070
C 2.12 -1.15 -2.45  -0.6174
C -4.40 -0.76 -2.09  -0.4079
C -3.25 -0.09 -2.78  -0.4040
H 1.90 5.29 -0.67  0.2099
H 2.61 4.53 0.76  0.2031
H 2.31 3.58 -0.70  0.2026
H 0.13 4.87 1.03  0.2002
H -0.16 3.91 -0.42  0.2056
H 0.93 1.94 0.67  0.2337
H 1.17 2.87 2.13  0.2300
H -3.25 2.46 3.82  0.1982
H -3.45 -0.08 0.48  0.4096
H -2.50 -2.66 -0.57  0.2094
H -2.55 -2.66 -2.32  0.2035
H -0.62 -0.78 -1.52  0.4282
H 0.96 -0.72 0.05  0.2350
H 1.40 -3.41 1.11  0.4419
H 2.71 -2.83 -1.26  0.2067
H 3.38 -0.04 -0.19  0.2125
H 3.96 -1.57 0.47  0.2141
H 4.48 -1.05 -1.13  0.2126
H 1.73 -0.14 -2.33  0.2096
H 3.02 -1.09 -3.05  0.2173
H 1.39 -1.74 -3.00  0.2184
H -4.78 -1.69 -2.49  0.2232
H -5.16 -0.14 -1.64  0.2261
H -3.21 0.98 -2.79  0.2333
H -2.82 -0.56 -3.65  0.2236

Results
* relative energy (zero: lowest compared OMol25 entry of this formula, charge and spin): 5.8 kcal/mol
* SMILES: CCCc1ncoc1C(=O)NC1(CNC(=O)[C@@H](NC(=O)C(F)(F)F)C(C)C)CC1

Record 3
Density functional theory data (wB97M-V/def2-TZVPD) for C18H25IrN2O3 as an isolated structure.

Last column: natural (NBO) charge in e.
Element x y z (Å)
Ir 0.05 0.33 0.05  1.2366
C 2.20 2.49 0.62  -0.2508
O 0.80 2.26 0.27  -0.5059
C -0.10 2.97 1.17  -0.1012
C -1.55 2.73 0.76  -0.0820
O -1.69 1.31 0.53  -0.5572
C -2.87 0.50 0.67  -0.0789
C -2.38 -0.91 0.95  -0.0999
O -1.31 -1.25 0.03  -0.5031
C -0.86 -2.63 0.17  -0.2506
H 2.38 3.56 0.60  0.2243
H 2.79 2.00 -0.15  0.2153
H 2.40 2.07 1.60  0.2126
H 0.13 4.03 1.10  0.2429
H 0.09 2.62 2.18  0.2168
H -1.81 3.26 -0.16  0.2208
H -2.21 3.04 1.57  0.2368
H -3.44 0.55 -0.26  0.2190
H -3.48 0.86 1.50  0.2346
H -3.20 -1.62 0.79  0.2414
H -2.01 -1.02 1.97  0.2163
H -1.73 -3.27 0.05  0.2214
H -0.40 -2.77 1.15  0.2098
H -0.15 -2.80 -0.63  0.2200
C 2.12 -0.68 -1.80  -0.2600
N 1.75 -0.63 -0.38  -0.4569
C 2.41 -1.10 0.63  0.1756
C 1.84 -0.87 1.91  -0.0464
C 2.17 -1.17 3.23  -0.1781
C 1.16 -0.63 4.02  -0.2858
C 0.25 0.00 3.17  -0.0302
N 0.66 -0.14 1.89  -0.4848
C 0.85 -0.72 -2.62  -0.0178
C 0.63 -1.69 -3.58  -0.1989
C -0.59 -1.72 -4.27  -0.1320
C -1.59 -0.81 -3.99  -0.2032
C -1.39 0.16 -3.01  -0.1602
C -0.17 0.20 -2.34  -0.2818
H 2.77 -1.54 -2.00  0.2402
H 2.69 0.22 -2.04  0.2283
H 3.34 -1.64 0.49  0.2407
H 3.03 -1.72 3.56  0.2560
H 1.08 -0.68 5.09  0.2584
H -0.66 0.52 3.43  0.2150
H 1.39 -2.42 -3.80  0.2404
H -0.74 -2.48 -5.03  0.2483
H -2.52 -0.84 -4.54  0.2482
H -2.15 0.89 -2.80  0.2257
H 0.02 1.15 -1.76  0.2203

Results
* charge: +2
* relative energy (zero: lowest compared OMol25 entry of this formula, charge and spin): 0.0 kcal/mol

Record 4
Density functional theory data (wB97M-V/def2-TZVPD) for one molecule with the formula C18H25N3O2.

Last column: natural (NBO) charge in e.
Element x y z (Å)
C -5.82 -1.87 0.61  -0.6074
C -4.53 -1.19 1.05  -0.2147
N -3.52 -1.27 0.01  -0.4557
C -2.14 -1.30 0.48  -0.2407
C -1.63 0.09 0.91  -0.2445
N -1.76 1.09 -0.14  -0.4621
C -0.78 0.95 -1.21  -0.2549
C 0.62 1.08 -0.69  -0.2146
C 1.07 2.24 -0.13  0.2917
C 0.21 3.45 0.00  -0.6735
N 2.34 2.34 0.34  -0.5246
C 3.24 1.30 0.28  0.1402
C 4.54 1.45 0.77  -0.2197
C 5.42 0.39 0.71  -0.2176
C 5.03 -0.84 0.16  0.2872
O 5.98 -1.81 0.16  -0.4938
C 5.65 -3.06 -0.38  -0.2527
C 3.74 -0.98 -0.32  -0.2714
C 2.84 0.08 -0.27  -0.0886
C 1.48 -0.10 -0.79  0.4914
O 1.10 -1.16 -1.27  -0.6302
C -3.14 1.12 -0.62  -0.2364
C -3.66 -0.27 -1.04  -0.2412
H -6.28 -1.33 -0.21  0.1977
H -6.52 -1.91 1.44  0.2040
H -5.61 -2.88 0.28  0.2125
H -4.14 -1.73 1.93  0.1941
H -4.75 -0.16 1.37  0.1601
H -2.06 -2.00 1.31  0.1989
H -1.52 -1.67 -0.34  0.2122
H -0.59 0.02 1.20  0.2092
H -2.21 0.44 1.77  0.1882
H -0.99 1.74 -1.94  0.1985
H -0.85 -0.02 -1.73  0.2165
H 0.16 3.98 -0.95  0.2309
H -0.80 3.15 0.27  0.2739
H 0.60 4.13 0.75  0.2092
H 2.65 3.22 0.74  0.4031
H 4.85 2.39 1.20  0.2090
H 6.43 0.49 1.09  0.2271
H 6.54 -3.67 -0.29  0.1991
H 5.37 -2.98 -1.44  0.1796
H 4.83 -3.53 0.17  0.1794
H 3.38 -1.90 -0.76  0.2465
H -3.21 1.81 -1.46  0.1979
H -3.76 1.51 0.20  0.1888
H -4.71 -0.19 -1.32  0.2001
H -3.10 -0.62 -1.91  0.1970

Results
* relative energy (zero: lowest compared OMol25 entry of this formula, charge and spin): 53.6 kcal/mol
* SMILES: CCN1CCN(Cc2c(C)[nH]c3ccc(OC)cc3c2=O)CC1

Record 5
Density functional theory data (wB97M-V/def2-TZVPD) for C18H25N3O2 as an isolated structure in a non-equilibrium geometry.

Last column: natural (NBO) charge in e.
Element x y z (Å)
C 3.93 -1.20 -1.79  -0.6067
C 2.67 -1.71 -2.48  -0.3887
C 2.31 -3.17 -2.01  -0.3541
H 1.56 -3.60 -2.58  0.2187
H 3.40 -3.78 -2.50  0.1605
C 2.35 -3.44 -0.55  -0.2670
N 1.41 -2.60 0.01  -0.1641
C -0.16 -2.64 -0.39  0.4752
C -0.76 -1.57 0.23  -0.2846
C -2.00 -1.01 0.53  -0.1150
C -2.36 -0.03 1.25  -0.2578
C -1.19 0.75 1.61  0.0072
C 0.31 0.52 1.44  -0.2862
C 0.31 -0.83 0.92  0.1344
N 1.52 -1.37 0.48  -0.2617
H 1.13 0.82 2.05  0.2417
C -1.28 2.16 2.51  0.6586
O -2.39 2.19 3.14  -0.7190
N -0.63 3.13 2.41  -0.5675
H 0.32 2.84 1.92  0.3876
C -0.67 4.34 2.92  -0.2288
C -0.97 5.28 2.14  -0.2607
C -1.96 5.15 0.94  -0.4206
C -0.39 5.32 0.77  -0.3703
H -0.34 6.41 0.01  0.1896
H 0.15 4.69 0.35  0.1743
H -2.41 6.07 0.56  0.2212
H -2.42 4.20 0.75  0.2219
H -0.95 6.34 2.58  0.2386
H 0.30 4.62 3.65  0.1966
H -1.61 4.24 3.70  0.2553
H -3.19 0.51 1.28  0.2472
H -2.93 -1.60 0.20  0.1917
O -0.40 -3.73 -0.98  -0.4837
C -1.80 -3.85 -1.35  -0.0750
C -2.38 -2.94 -2.39  -0.6818
H -3.30 -2.94 -2.91  0.2565
H -1.49 -3.20 -3.09  0.2136
H -2.07 -1.89 -2.16  0.2251
H -2.05 -5.06 -1.59  0.2160
H -2.43 -3.62 -0.31  0.1719
H 3.20 -3.36 0.15  0.2479
H 2.03 -4.51 -0.33  0.2237
H 2.98 -1.87 -3.65  0.1956
H 1.77 -1.33 -2.42  0.1988
H 4.80 -1.70 -1.95  0.2065
H 3.83 -0.94 -0.78  0.2258
H 4.25 -0.11 -2.30  0.1916

Results
* relative energy (zero: lowest compared OMol25 entry of this formula, charge and spin): 424.5 kcal/mol

Result set for orbital gap: 8.8, 10.0, 8.0, 8.0, 7.2 eV, one per record in the order listed.
Result set for LUMO energy: 0.7, 0.5, -6.5, 0.6, 0.1 eV, one per record in the order listed.